# 1
Computed, not measured: a structure of composition C3H6O2P, with the ωB97M-V functional and the def2-TZVPD basis.

ΔE to the lowest compared entry with this formula, charge and spin = 84.16 kcal per mole
total charge = -1
HOMO-LUMO gap = 7.0 eV
LUMO level = 4.24 eV

Geometry as XYZ:
```
12
Properties=species:S:1:pos:R:3:forces:R:3:nbo_charge:R:1
C -0.7150 0.1334 0.4747 0.8 0.6 2.7 -0.465
C -0.3824 -0.2166 -0.9542 -1.4 0.3 0.8 -0.225
C 0.7874 0.2381 0.9912 -0.1 2.7 0.9 -0.804
O 2.5978 -0.5281 -0.7814 2.6 0.9 -1.6 -1.169
O -1.6468 -0.1935 -1.8158 2.4 0.0 0.3 -0.766
P 1.5231 -1.1501 -0.0121 -3.2 -1.0 0.8 1.120
H -1.3127 1.1142 0.8491 0.8 -2.1 -1.2 0.158
H -1.0568 -0.7676 1.0892 -0.3 1.0 -0.8 0.166
H -2.0784 -0.8049 -1.2618 -1.7 -1.3 0.4 0.443
H 0.1398 0.6250 -1.2796 1.2 1.3 -1.1 0.139
H 1.3195 1.2211 0.5308 -1.2 -2.1 1.1 0.204
H 0.8245 0.3290 2.1699 0.2 -0.5 -2.3 0.198
```
Forces are in eV/Å.

***

# 2
Computed, not measured: the ion C25H26F6NO with charge -1, with the ωB97M-V functional and the def2-TZVPD basis.

ΔE to the lowest compared entry with this formula, charge and spin = 0.00 kcal per mole
total charge = -1
HOMO-LUMO gap = 6.2 eV
LUMO level = 2.68 eV

Geometry as XYZ:
```
59
Properties=species:S:1:pos:R:3:forces:R:3:nbo_charge:R:1
C -4.2842 -0.2094 0.7560 0.2 0.1 0.1 -0.614
C -3.1756 -0.3100 -0.3028 0.6 0.4 -0.1 -0.053
C -3.2560 -1.6929 -0.9487 -0.1 -0.1 -0.1 -0.603
C -3.4138 0.7709 -1.3630 -0.1 0.1 0.0 -0.612
C -1.7760 -0.0913 0.3152 0.0 0.5 0.1 -0.152
C -0.6955 -0.8810 -0.0129 -0.1 -0.7 0.8 -0.199
C 0.4624 -0.8934 0.7796 0.6 0.3 -0.5 -0.180
C 1.4724 -2.0186 0.5913 -1.2 0.0 0.7 -0.277
C 2.6647 -1.6685 -0.2863 0.4 0.6 -0.6 -0.361
C 3.5794 -2.8124 -0.3934 2.0 -1.2 -0.5 0.321
N 4.3586 -3.6636 -0.5542 -1.5 1.4 0.3 -0.345
C 2.3081 -1.2034 -1.7140 -0.2 -0.1 0.0 0.008
C 1.9606 0.1317 -1.9626 0.1 0.0 0.1 -0.127
C 1.8026 0.5872 -3.2688 0.1 -0.3 0.3 -0.196
C 1.9775 -0.2958 -4.3305 0.1 0.1 -0.3 -0.166
C 1.8934 0.2245 -5.7435 -0.1 0.2 -0.2 0.981
F 2.4666 -0.6222 -6.6496 -0.5 0.7 0.6 -0.331
F 2.5229 1.4345 -5.8762 -0.6 -0.9 0.0 -0.332
F 0.5908 0.4080 -6.1313 1.0 0.0 0.1 -0.330
C 2.2225 -1.6400 -4.1006 0.0 -0.1 0.4 -0.173
C 2.3600 -2.0973 -2.7877 -0.1 0.0 -0.1 -0.218
C 1.9752 -2.5408 1.9526 -0.1 -0.1 0.3 0.990
F 2.4938 -3.7998 1.8304 -0.3 0.7 0.4 -0.335
F 2.9810 -1.7433 2.4561 -0.7 -0.8 -0.2 -0.346
F 1.0020 -2.6140 2.8998 0.9 0.0 -0.8 -0.317
C 0.6446 0.1043 1.7512 0.0 -0.3 -0.1 -0.218
C -0.3063 1.0750 1.9945 -0.4 0.1 -0.3 -0.148
C -0.0889 2.2213 3.0093 -0.1 -0.2 -0.3 -0.068
C 0.0097 3.5541 2.2506 -0.1 0.0 -0.2 -0.610
C 1.1874 2.0289 3.8283 0.0 0.0 0.1 -0.602
C -1.2650 2.3321 3.9939 -0.1 -0.1 -0.1 -0.611
C -1.5432 1.0504 1.2013 0.4 -0.1 0.0 0.490
O -2.3607 2.0066 1.2357 -0.4 0.2 0.3 -0.790
H -4.2895 0.7880 1.2019 0.0 -0.2 0.0 0.249
H -5.2590 -0.3935 0.2849 0.1 0.0 0.1 0.183
H -4.1222 -0.9471 1.5500 -0.1 0.0 -0.1 0.199
H -2.5598 -1.7811 -1.7904 -0.1 -0.1 0.1 0.196
H -3.0193 -2.4743 -0.2144 0.0 0.1 -0.2 0.207
H -4.2685 -1.8771 -1.3316 0.1 0.1 0.0 0.196
H -2.6436 0.7126 -2.1409 -0.1 0.0 0.0 0.195
H -4.3995 0.6406 -1.8243 0.0 0.0 -0.1 0.180
H -3.3634 1.7560 -0.8868 0.0 -0.2 -0.1 0.247
H -0.7489 -1.5932 -0.8403 -0.1 -0.1 0.4 0.190
H 0.9420 -2.8687 0.1320 0.2 0.2 0.2 0.235
H 3.1897 -0.8284 0.2055 0.0 -0.4 -0.2 0.271
H 1.8141 0.8210 -1.1259 0.1 -0.3 -0.2 0.236
H 1.5676 1.6264 -3.4610 0.0 0.0 0.0 0.231
H 2.3328 -2.3301 -4.9285 -0.1 0.1 0.1 0.227
H 2.5141 -3.1667 -2.6129 0.2 0.4 0.0 0.231
H 1.5753 0.0796 2.3173 -0.3 0.1 0.0 0.200
H -0.9303 3.7341 1.7185 0.2 0.0 0.0 0.250
H 0.1891 4.3790 2.9515 0.0 0.0 -0.1 0.181
H 0.8308 3.5168 1.5244 -0.1 0.1 0.1 0.193
H 1.1308 1.1192 4.4383 0.1 0.1 -0.1 0.206
H 2.0781 1.9810 3.1923 -0.1 0.0 0.1 0.199
H 1.3110 2.8784 4.5140 0.0 -0.1 -0.1 0.197
H -1.3591 1.4135 4.5844 0.0 0.1 0.0 0.196
H -1.0889 3.1746 4.6763 0.0 -0.1 0.0 0.182
H -2.1945 2.5075 3.4460 0.1 -0.1 0.1 0.249
```
Forces are in eV/Å.

***

# 3
Computed, not measured: a structure of composition C11H17IN2S2Sn, with the ωB97M-V functional and the def2-TZVPD basis.

ΔE to the lowest compared entry with this formula, charge and spin = 139.86 kcal per mole
total charge = +2
HOMO-LUMO gap (alpha / beta) = 3.7 / 3.7 eV
LUMO level (alpha / beta) = -11.76 / -11.75 eV

Geometry as XYZ:
```
34
Properties=species:S:1:pos:R:3:forces:R:3:mulliken_charge:R:1
C 1.3640 -0.4149 -2.3497 3.1 -0.9 -3.8 -1.493
C 0.6362 2.1310 -1.5463 2.2 4.4 -2.2 -1.299
H 2.4130 -0.5702 -2.0917 -0.1 0.2 0.0 0.412
H 1.2702 0.2851 -3.1809 -0.1 0.0 0.3 0.503
H 0.8661 -1.3553 -2.6081 -0.4 0.4 0.6 0.430
H 0.4124 2.8709 -0.7717 0.0 -0.6 0.1 0.144
H 1.6698 2.2526 -1.8693 -0.1 0.2 0.0 0.488
H -0.0535 2.2300 -2.3874 -0.1 -0.8 0.2 0.435
Sn 0.4493 0.2945 -0.6598 -2.2 -1.4 2.7 1.812
C -1.3401 0.0733 -1.6868 -1.3 -0.6 0.4 -1.590
H -1.9527 0.9520 -1.4677 -0.3 -0.2 -0.2 0.436
H -1.8203 -0.8344 -1.3103 -0.5 0.2 -0.4 0.404
H -1.1570 -0.0052 -2.7591 -0.2 0.0 0.1 0.510
I 2.8156 0.6497 0.7644 0.4 0.1 0.0 0.035
C 1.0942 -3.6131 -0.9846 0.1 -0.7 0.1 -1.308
C 0.4411 -2.8895 0.1498 -0.3 1.7 0.3 0.526
N 0.1984 -1.5499 0.3435 0.5 -3.0 0.4 0.153
C -0.4081 -1.3441 1.5481 -0.7 -0.3 1.5 0.317
C -0.6528 -2.4715 2.3215 0.2 1.9 -1.0 -0.703
S -0.1079 -3.7897 1.4628 0.3 -1.2 -0.1 -0.097
C -0.7522 0.0202 1.9504 -0.6 -0.8 1.3 0.460
C -1.3254 0.3578 3.1715 0.8 -0.8 -1.7 -0.849
S -1.4878 2.0130 3.2085 -0.2 1.0 0.3 -0.081
C -0.8200 2.2531 1.6822 0.3 -1.4 -0.4 0.752
N -0.4776 1.0482 1.1005 -0.9 2.2 1.9 0.120
C -0.6297 3.6559 1.1919 0.1 0.3 -0.1 -1.577
H 1.9107 -4.2416 -0.5754 -0.5 0.2 -0.2 0.410
H 0.3445 -4.2846 -1.4575 0.6 0.4 0.2 0.374
H 1.5673 -2.9978 -1.7418 -0.2 0.2 0.1 0.265
H -1.1147 -2.5023 3.2989 0.1 -0.2 -0.2 0.391
H -1.5992 -0.3136 3.9725 0.0 0.2 0.0 0.386
H -1.0015 4.3825 1.9455 0.1 -0.6 -0.4 0.480
H 0.4538 3.8762 1.0751 -0.6 -0.1 -0.1 0.371
H -1.2063 3.8316 0.2612 0.5 0.0 0.4 0.384
```
Forces are in eV/Å.

***

# 4
Computed, not measured: the ion C9H20N4O with charge +2, with the ωB97M-V functional and the def2-TZVPD basis.

2S+1 = 3
ΔE to the lowest compared entry with this formula, charge and spin = 41.44 kcal per mole
total charge = +2
HOMO-LUMO gap (alpha / beta) = 6.5 / 6.8 eV
LUMO level (alpha / beta) = -7.27 / -10.77 eV

Geometry as XYZ:
```
34
Properties=species:S:1:pos:R:3:forces:R:3:lowdin_spin:R:1
C 1.4553 0.4396 1.5665 1.4 -0.6 1.3 0.078
C -0.8432 0.8809 -3.4823 1.9 -1.7 -1.2 0.001
C -0.6654 -0.6031 -3.1138 0.9 0.9 1.5 0.028
C 0.1784 1.7189 -2.7143 -0.2 1.3 0.0 0.025
C -0.9170 -1.5980 2.2324 -0.1 1.9 -1.4 0.043
C -0.6615 -0.8472 -1.5706 -0.6 -1.3 -1.3 0.034
C 0.1522 1.4520 -1.2174 0.7 -0.7 0.0 0.033
C -0.7896 -0.3157 1.3456 -1.2 -0.9 -0.4 0.077
C 0.3697 -1.1900 4.2460 -0.9 -0.1 2.3 0.010
N -0.7338 -1.2126 3.6010 1.3 -1.7 0.0 0.000
N 2.5378 1.0177 1.0081 0.2 -0.1 0.5 0.020
N 0.3526 -0.0083 -0.9061 1.3 0.2 -9.8 0.486
N 0.5075 -0.1478 0.7256 -1.4 0.8 7.2 0.972
O 1.3502 0.2319 2.7807 0.6 1.3 -1.3 0.142
H -0.7763 0.9403 -4.6265 0.1 0.4 1.8 0.001
H -1.8316 1.1330 -3.1922 -1.0 0.6 0.2 0.000
H -1.3964 -1.1635 -3.6253 -0.9 -1.0 -0.3 0.004
H 0.3027 -1.0264 -3.3162 0.6 0.2 -1.2 0.001
H 1.2369 1.6621 -3.0015 -0.4 0.0 -0.7 0.000
H -0.2029 2.7610 -2.7861 0.8 -0.3 -0.1 0.005
H -1.8876 -2.0050 2.2348 -1.4 -0.3 -0.6 0.002
H -0.3178 -2.2652 1.6648 1.3 -1.4 1.0 0.001
H -1.6979 -0.8532 -1.1898 0.6 0.8 0.3 0.002
H -0.3003 -1.8693 -1.4383 -0.2 -0.1 0.1 0.002
H 0.9268 2.0331 -0.6623 -1.0 -0.2 -0.5 0.002
H -0.8471 1.6659 -0.9224 -0.8 0.4 1.0 0.000
H -1.6448 -0.3054 0.6386 1.1 -0.2 -0.1 0.006
H -0.9939 0.5066 1.9689 0.1 1.4 0.9 0.019
H 0.1707 -0.9376 5.3397 1.1 -0.2 -1.4 0.000
H 1.3413 -1.4517 3.7987 -0.9 -0.2 0.7 0.000
H -1.6166 -1.0811 4.0683 0.0 0.3 0.5 0.000
H 2.6246 1.6047 0.1908 -0.4 -0.4 -0.2 0.001
H 3.2840 1.1618 1.6721 0.1 0.2 0.2 0.001
H 1.3331 -0.3284 -1.3177 -2.4 0.8 1.0 0.003
```
Forces are in eV/Å.

***

| no. | maximum force (hartree/bohr) | energy (a.u.) |
| --- | --- | --- |
| 1 | 0.0660 | -609.6941 |
| 2 | 0.0468 | -1697.5507 |
| 3 | 0.1050 | -1846.4332 |
| 4 | 0.1915 | -648.3446 |